Density functional theory data (the ωB97M-V functional and the def2-TZVPD basis) for 13 unconnected molecules or ions with the total composition C54H120O30P2.

Each line ends with the Mulliken charge.
Geometry (Å):
C  -1.39  7.72  0.09  -0.686
C  -1.65  8.94  -0.52  -0.486
C  -2.78  9.07  -1.32  0.608
C  -3.65  7.97  -1.50  -0.588
C  -3.49  6.89  -0.72  -0.501
C  -2.38  6.77  0.08  0.812
O  -2.27  5.69  0.86  -0.514
O  -3.04  10.23  -2.06  -0.522
H  -0.63  7.77  0.86  0.272
H  -0.96  9.77  -0.53  0.260
H  -4.56  8.07  -2.06  0.382
H  -4.25  6.13  -0.62  0.393
H  -1.41  5.71  1.29  0.280
H  -2.44  10.93  -1.81  0.291
C  -2.10  -0.62  -12.26  -0.188
C  -1.35  -0.21  -13.39  -0.858
C  -0.10  0.43  -13.09  1.145
C  0.31  0.67  -11.82  -0.636
C  -0.44  0.25  -10.79  -0.473
C  -1.68  -0.43  -10.94  0.211
O  -2.44  -0.70  -9.81  -0.512
O  0.64  1.10  -14.06  -0.546
H  -2.94  -1.29  -12.38  0.258
H  -1.71  -0.36  -14.40  0.401
H  1.19  1.29  -11.73  0.248
H  -0.16  0.43  -9.77  0.361
H  -3.17  -1.31  -9.92  0.301
H  1.25  1.73  -13.68  0.289
C  0.13  -1.48  -1.30  -0.621
O  0.91  -2.36  -0.49  -0.271
P  1.11  -2.20  1.16  0.933
O  2.04  -1.13  1.69  -0.664
O  -0.39  -2.07  1.75  -0.280
C  -0.72  -1.76  3.13  -0.550
O  1.65  -3.67  1.72  -0.294
C  2.62  -4.34  0.99  -0.634
H  0.14  -0.41  -1.08  0.294
H  -0.79  -2.04  -1.16  0.284
H  0.50  -1.52  -2.33  0.239
H  -0.77  -0.68  3.28  0.227
H  0.09  -2.18  3.73  0.289
H  -1.70  -2.25  3.09  0.231
H  2.04  -4.80  0.20  0.264
H  3.10  -5.07  1.64  0.238
H  3.45  -3.75  0.59  0.316
C  -6.01  -7.29  4.45  -0.716
O  -7.20  -7.67  5.09  -0.288
P  -8.54  -6.88  4.62  1.067
O  -9.01  -7.37  3.34  -0.673
O  -9.59  -7.08  5.85  -0.344
C  -9.23  -6.62  7.12  -0.587
O  -8.26  -5.22  4.75  -0.301
C  -9.18  -4.23  4.31  -0.735
H  -6.01  -6.42  3.80  0.314
H  -5.59  -8.08  3.82  0.273
H  -5.33  -7.01  5.26  0.287
H  -9.77  -5.72  7.39  0.226
H  -8.14  -6.54  7.12  0.315
H  -9.49  -7.39  7.84  0.253
H  -8.88  -3.53  3.53  0.311
H  -9.29  -3.44  5.05  0.290
H  -10.18  -4.61  4.11  0.307
C  9.18  -2.16  -6.29  -0.716
O  9.18  -3.51  -6.89  -0.354
C  7.99  -4.28  -6.63  -0.486
C  7.79  -4.70  -5.20  -0.465
O  9.03  -5.09  -4.64  -0.301
C  9.07  -5.41  -3.24  -0.709
H  8.32  -1.58  -5.96  0.311
H  9.69  -1.51  -7.01  0.265
H  9.87  -2.43  -5.49  0.254
H  8.18  -5.25  -7.09  0.285
H  7.10  -3.87  -7.10  0.367
H  7.07  -5.50  -5.05  0.431
H  7.38  -3.85  -4.65  0.299
H  8.68  -6.42  -3.11  0.278
H  8.61  -4.61  -2.67  0.301
H  10.11  -5.46  -2.92  0.240
C  10.28  -5.93  4.91  -0.690
O  10.33  -7.15  5.64  -0.359
C  10.21  -8.39  4.94  -0.519
C  9.03  -9.12  5.39  -0.408
O  7.78  -8.59  5.17  -0.309
C  6.71  -9.08  5.99  -0.679
H  9.46  -5.89  4.19  0.323
H  11.22  -5.76  4.40  0.283
H  10.12  -5.21  5.72  0.231
H  10.99  -9.07  5.27  0.273
H  10.27  -8.07  3.90  0.426
H  9.31  -9.30  6.43  0.298
H  9.06  -10.06  4.85  0.304
H  6.24  -9.90  5.45  0.274
H  5.87  -8.40  6.13  0.247
H  7.05  -9.37  6.98  0.305
C  -6.91  5.71  -7.12  -0.663
O  -7.83  4.79  -6.50  -0.371
C  -7.43  3.45  -6.21  -0.336
C  -8.37  2.58  -5.25  -0.531
O  -7.90  2.52  -3.83  -0.394
C  -6.64  1.86  -3.86  -0.696
H  -6.79  5.23  -8.09  0.298
H  -6.00  5.93  -6.58  0.267
H  -7.27  6.73  -7.23  0.254
H  -6.38  3.49  -5.94  0.342
H  -7.47  3.01  -7.21  0.320
H  -8.40  1.58  -5.68  0.375
H  -9.38  2.97  -5.17  0.314
H  -5.78  2.42  -3.50  0.218
H  -6.44  1.48  -4.86  0.351
H  -6.77  1.05  -3.14  0.254
C  8.91  3.12  3.38  -0.694
O  8.70  4.49  3.05  -0.353
C  8.21  4.71  1.74  -0.495
C  8.76  6.01  1.03  -0.499
O  9.97  5.89  0.29  -0.322
C  10.53  7.10  -0.32  -0.665
H  9.20  2.90  4.40  0.255
H  9.74  2.76  2.77  0.295
H  8.03  2.53  3.13  0.298
H  7.14  4.51  1.84  0.392
H  8.66  3.99  1.05  0.293
H  9.08  6.72  1.80  0.303
H  8.08  6.49  0.32  0.370
H  11.46  7.05  -0.88  0.260
H  10.67  7.85  0.46  0.281
H  9.76  7.48  -0.99  0.281
C  -2.23  9.88  6.53  -0.841
O  -1.90  8.52  6.74  -0.310
C  -2.81  7.80  7.61  -0.428
C  -2.26  6.40  7.84  -0.502
O  -1.17  6.39  8.68  -0.320
C  -0.46  5.15  8.84  -0.738
H  -2.79  10.44  7.28  0.316
H  -2.85  10.12  5.67  0.324
H  -1.40  10.55  6.29  0.306
H  -3.82  7.75  7.20  0.340
H  -2.80  8.33  8.57  0.317
H  -2.01  5.98  6.86  0.296
H  -2.88  5.64  8.32  0.399
H  -0.81  4.68  9.76  0.269
H  0.58  5.48  8.94  0.244
H  -0.48  4.46  7.99  0.329
C  -0.72  -5.34  11.55  -0.737
O  -0.37  -6.23  12.57  -0.287
C  -0.19  -5.72  13.87  -0.601
C  -0.37  -6.87  14.90  -0.429
O  -1.52  -7.63  14.53  -0.293
C  -1.71  -8.82  15.30  -0.727
H  0.23  -4.82  11.44  0.321
H  -1.63  -4.77  11.74  0.290
H  -0.81  -5.96  10.66  0.235
H  -1.06  -5.10  14.09  0.304
H  0.66  -5.05  14.03  0.421
H  -0.63  -6.53  15.90  0.368
H  0.61  -7.35  14.83  0.306
H  -2.35  -9.57  14.84  0.249
H  -2.27  -8.43  16.15  0.288
H  -0.79  -9.35  15.57  0.294
C  5.46  -7.43  -12.03  -0.650
O  4.35  -6.99  -11.20  -0.338
C  3.02  -7.60  -11.25  -0.451
C  2.14  -6.77  -10.31  -0.486
O  1.60  -7.60  -9.35  -0.317
C  0.83  -7.06  -8.28  -0.672
H  5.12  -8.29  -12.61  0.322
H  6.26  -7.67  -11.32  0.215
H  5.71  -6.63  -12.73  0.218
H  3.03  -8.63  -10.92  0.336
H  2.70  -7.68  -12.29  0.329
H  1.36  -6.18  -10.80  0.338
H  2.73  -5.95  -9.90  0.355
H  0.48  -7.80  -7.56  0.228
H  -0.08  -6.55  -8.60  0.272
H  1.50  -6.29  -7.91  0.301
C  -13.20  7.13  4.14  -0.761
O  -12.96  5.99  5.04  -0.336
C  -12.76  4.74  4.43  -0.637
C  -11.51  4.43  3.65  -0.343
O  -10.39  4.34  4.41  -0.333
C  -9.18  4.29  3.66  -0.765
H  -13.40  8.01  4.75  0.290
H  -14.18  7.11  3.67  0.316
H  -12.43  7.40  3.42  0.290
H  -13.60  4.46  3.78  0.400
H  -12.78  3.96  5.19  0.313
H  -11.49  5.14  2.83  0.333
H  -11.62  3.42  3.25  0.348
H  -9.21  3.57  2.84  0.308
H  -8.41  4.02  4.38  0.277
H  -8.69  5.21  3.37  0.299
C  2.22  9.28  -7.12  -0.703
O  2.72  8.01  -6.70  -0.313
C  1.87  7.05  -6.08  -0.479
C  2.58  5.94  -5.30  -0.463
O  3.24  5.05  -6.14  -0.382
C  4.26  5.55  -7.03  -0.522
H  3.10  9.77  -7.51  0.219
H  1.85  9.84  -6.26  0.264
H  1.51  8.95  -7.88  0.317
H  1.12  6.63  -6.74  0.281
H  1.32  7.70  -5.39  0.434
H  1.74  5.45  -4.80  0.268
H  3.25  6.16  -4.47  0.359
H  4.79  4.79  -7.60  0.257
H  4.91  6.24  -6.50  0.278
H  3.70  6.15  -7.75  0.182

## Properties
- strongest force on any atom (Eh/bohr) = 0.0788
- LUMO level (eV) = 0.26
- charge = 0
- highest occupied orbital energy (hartree) = -0.2986
- frontier orbital gap (eV) = 8.384